1.
43
Properties=species:S:1:pos:R:3:forces:R:3 method="wB97M-V/def2-TZVPD" largest_force_ha_per_bohr=0.094 charge=+1 e_homo_ev=-11.4309
P 2.49045 -1.48261 -2.96535 -0.19 0.26 0.61
F 0.47607 1.54866 -2.95045 0.02 0.21 -1.14
O 0.62721 0.34716 -1.18916 0.30 -0.28 4.79
N -3.32014 4.22303 -1.04507 0.06 -0.20 0.14
N -3.38548 -1.90556 2.58551 -0.17 0.04 -0.09
N 5.36508 -0.49449 -0.65443 -0.12 -0.20 0.05
C -2.17043 3.57533 -1.23372 -0.12 0.14 -0.08
C -2.49811 2.19083 0.67230 0.05 -0.12 0.11
C -4.43806 -2.32692 3.28825 0.20 -0.02 0.03
C -3.63803 -1.21709 1.47205 0.11 -0.10 0.12
C -5.75428 -2.08924 2.92195 0.02 0.03 -0.04
C 7.22605 -1.74739 0.20008 0.00 0.02 0.00
C 5.35239 0.19356 0.49206 -0.18 0.07 -0.20
C -5.99291 -1.37027 1.76248 -0.11 0.01 -0.02
C -3.69535 2.85093 0.88924 0.01 -0.01 -0.04
C -1.71545 2.55622 -0.41077 -0.08 0.05 -0.04
C 6.29640 -1.44669 -0.77943 -0.18 0.09 -0.12
C 0.75875 -0.86390 -3.18398 0.39 0.85 -1.08
C 6.24024 -0.02777 1.53080 0.04 -0.04 -0.04
C 0.61816 0.40323 -2.32689 -0.41 -0.96 -2.86
C -4.05921 3.85456 0.00295 0.00 0.14 -0.17
C -4.91364 -0.92148 1.01821 0.01 0.00 -0.01
C 7.19478 -1.01990 1.37894 0.06 -0.01 0.08
H -6.56941 -2.45756 3.52978 0.03 0.00 0.01
H 0.08682 -1.66986 -2.87081 0.04 0.40 0.23
H 6.28679 -1.98830 -1.71991 0.10 -0.04 0.03
H -2.17675 1.40036 1.33960 -0.01 0.04 0.03
H 6.18505 0.56185 2.43524 -0.03 0.01 -0.03
H 2.42913 -2.76867 -2.38548 0.12 0.28 -0.40
H 7.90606 -1.22374 2.16914 -0.02 0.00 -0.02
H -0.77516 2.06343 -0.61116 -0.04 0.12 0.09
H -4.33314 2.59482 1.72465 0.00 0.01 -0.02
H -5.05761 -0.35568 0.10703 0.02 0.01 0.02
H -7.00643 -1.16222 1.44261 0.02 -0.01 0.01
H -2.76150 -0.88974 0.92181 -0.05 0.03 -0.06
H 4.58731 0.95807 0.56808 0.04 0.02 0.08
H -4.98895 4.39834 0.12927 0.00 -0.03 0.06
H 3.20195 -0.68682 -2.01842 -0.04 -0.21 -0.31
H 7.95585 -2.52978 0.04429 -0.02 0.01 -0.03
H -1.59069 3.89915 -2.09250 0.04 -0.03 0.02
H 3.23790 -1.50192 -4.15638 -0.23 -0.14 0.20
H -4.20275 -2.88236 4.18941 -0.07 0.00 0.00
H 0.52105 -0.58959 -4.22177 0.39 -0.45 0.09

=====

2.
44
Properties=species:S:1:pos:R:3:forces:R:3 method="wB97M-V/def2-TZVPD" largest_force_ha_per_bohr=0.063 charge=0 e_homo_ev=-8.0295
I 5.61312 -0.91407 -1.55742 0.07 0.10 -0.03
Pd 0.00000 0.00000 0.00000 0.56 3.13 -0.59
S -1.70529 1.46861 0.38326 0.06 1.82 -0.31
O -1.15367 -1.45939 0.56156 0.02 -1.37 0.14
N -4.25672 1.56777 1.26360 1.15 -0.71 0.44
N 1.48641 -1.29037 -0.33280 1.99 -1.21 -0.49
N -3.25550 -0.52927 1.14228 -0.27 -2.53 0.37
C -4.62720 -4.39941 1.93128 0.38 0.20 -0.14
C -3.75466 -5.48386 1.84632 0.03 0.15 -0.03
C -2.84137 -2.89521 1.25228 -0.18 -0.38 0.10
C -6.45755 0.50102 0.95363 -0.36 -0.12 -0.09
C -4.32139 3.00810 0.98915 0.25 0.16 -0.29
C -4.67842 3.29897 -0.46279 0.01 0.16 -0.32
C 2.36361 -3.53784 -0.41639 0.27 0.59 -0.12
C 3.78582 -1.68393 -0.96929 -0.57 -0.50 0.21
C -4.17333 -3.11104 1.63538 0.02 -0.29 0.03
C -3.15690 0.75587 0.96126 0.42 1.25 -0.19
C 1.34387 -2.62616 -0.19006 -0.33 0.19 0.06
C 3.60875 -3.05520 -0.81383 -0.08 -0.25 0.04
C -5.41752 0.99531 1.94570 -0.13 -0.59 0.02
C 2.70726 -0.84788 -0.72023 -0.25 0.38 0.05
C -2.32252 -1.51734 0.93742 -2.72 1.03 0.87
C -2.42898 -5.28349 1.46402 -0.04 0.40 -0.04
C -1.97466 -3.99580 1.16794 -0.30 -0.12 0.09
H -5.65849 2.88959 -0.72266 0.08 0.04 0.09
H -3.39204 3.51663 1.26791 0.08 -0.35 -0.15
H 2.78310 0.23073 -0.82415 0.07 -0.31 0.00
H 0.35653 -2.95589 0.12115 0.38 0.24 -0.17
H -4.71486 4.38060 -0.62878 0.02 -0.10 0.01
H -5.11810 0.17256 2.60585 0.22 0.14 -0.33
H -4.86198 -2.27313 1.70335 0.27 -0.08 -0.05
H 2.19228 -4.60069 -0.28599 -0.02 0.16 -0.01
H -4.10775 -6.48474 2.07758 0.05 0.12 -0.03
H -0.93826 -3.84399 0.87196 -0.45 -0.11 0.19
H 0.99838 1.27581 -0.48756 -1.19 -1.22 0.53
H -5.66114 -4.55084 2.22778 0.14 0.02 -0.05
H -6.02679 -0.20075 0.23287 0.05 0.09 0.17
H 4.42127 -3.75259 -0.99642 -0.06 0.17 0.00
H -3.95114 2.87797 -1.16197 0.02 0.02 0.19
H -1.74466 -6.12433 1.39583 -0.11 0.10 0.02
H -7.27092 -0.00641 1.48191 0.03 0.03 -0.06
H -6.89631 1.33250 0.39429 0.05 -0.09 0.05
H -5.87857 1.73502 2.61137 0.32 0.14 -0.25
H -5.08650 3.47818 1.61993 0.07 -0.50 0.06

=====

3.
53
Properties=species:S:1:pos:R:3:forces:R:3 method="wB97M-V/def2-TZVPD" largest_force_ha_per_bohr=0.012 charge=-1 e_homo_ev="-4.5302 / -6.0839" spin_multiplicity=6 e_above_lowest_ev=0.000
I -0.75918 -0.10126 8.51941 0.00 0.00 -0.01
Ru -1.69766 -0.59701 -0.44374 -0.40 0.45 0.21
P 1.47338 0.55449 0.04738 0.05 0.16 0.11
P -0.64568 2.80465 -0.77652 0.12 -0.02 0.19
O -1.99489 -1.38010 1.67546 0.01 0.05 0.05
O -1.06742 3.24900 0.68863 0.09 -0.08 0.06
O 2.20609 -4.04384 -2.31135 0.08 0.00 -0.01
O -1.33377 0.70977 1.57209 -0.10 -0.01 -0.04
O 0.47642 -0.33595 -0.64686 0.03 -0.36 0.00
O 1.69528 0.54620 1.50533 -0.03 -0.04 0.05
O -0.47406 3.97847 -1.67836 -0.03 0.10 -0.07
O -1.49033 -2.51198 -1.31703 0.09 -0.28 0.09
O -0.06356 -4.22759 -1.15628 -0.04 0.10 0.02
O -1.42704 1.62097 -1.26422 -0.12 -0.19 -0.09
O 2.89295 0.33146 -0.74329 0.06 -0.03 0.00
N 1.47434 2.15642 -2.08431 -0.09 0.03 -0.13
C -0.39674 0.48868 4.24506 -0.06 -0.01 -0.01
C -3.70434 -0.29901 -1.22501 0.01 -0.12 0.01
C -2.06260 -0.97171 5.93291 -0.01 -0.02 0.09
C 0.71994 -0.82089 -4.43034 0.01 0.08 0.00
C 2.01826 -1.28316 -4.64168 0.03 0.04 -0.02
C -1.04072 -0.18730 6.44692 -0.01 -0.01 -0.03
C -1.42146 -0.29022 3.72031 0.03 0.03 -0.02
C 2.50943 -2.35476 -3.92512 0.03 -0.06 0.04
C 2.01134 3.28780 0.03973 0.02 0.04 0.00
C -0.42609 -3.14947 -1.64516 0.13 0.26 -0.26
C 1.13221 2.23175 -0.60805 0.09 0.01 0.02
C 0.41327 -2.50973 -2.72276 -0.04 -0.12 -0.07
C -0.06493 -1.43722 -3.47174 0.04 -0.09 0.08
C -1.60457 -0.32195 2.23919 0.07 -0.02 0.00
C -0.19776 0.53485 5.61599 0.04 0.02 0.05
C 1.70687 -2.99039 -2.97312 -0.03 0.04 0.00
C -2.24099 -1.03129 4.56017 0.04 -0.02 -0.07
H 2.48006 2.07695 -2.22247 0.01 -0.02 -0.04
H -3.78272 -0.70907 -2.23301 0.01 0.06 -0.03
H 3.51187 -2.73156 -4.08447 0.00 0.01 0.00
H 3.46165 -0.26673 -0.24479 -0.01 0.03 0.00
H 1.02194 1.32563 -2.48617 0.00 0.00 -0.05
H 3.07089 3.07437 -0.13169 -0.01 0.00 0.00
H -3.96997 0.75569 -1.20793 0.00 -0.01 -0.03
H 1.76369 4.28161 -0.33695 0.02 -0.01 -0.01
H 0.25325 1.02272 3.56348 0.02 0.01 -0.01
H -4.34966 -0.88110 -0.55899 -0.02 0.02 0.00
H 2.64972 -0.80751 -5.38354 -0.01 0.00 -0.01
H -3.01287 -1.65541 4.12930 -0.01 0.00 0.00
H -1.21933 2.44880 1.24023 -0.08 0.04 -0.05
H 1.04981 3.01113 -2.49605 0.07 -0.08 0.00
H 0.60665 1.12556 6.03255 0.00 0.00 -0.01
H -2.70547 -1.53432 6.59601 0.00 0.00 -0.01
H 0.32440 0.00084 -5.01516 0.00 -0.01 0.00
H -1.07494 -1.09168 -3.28899 -0.01 0.02 0.00
H 1.84424 3.26577 1.11432 -0.03 0.01 0.00
H 1.46081 -4.36137 -1.72929 -0.04 -0.01 0.00

=====

4.
46
Properties=species:S:1:pos:R:3:forces:R:3 method="wB97M-V/def2-TZVPD" largest_force_ha_per_bohr=0.019 charge=0 e_homo_ev=-8.5498 e_above_lowest_ev=0.165
Se 4.04499 1.29994 1.11994 -0.11 0.13 0.00
Se 4.32301 0.55930 -1.05884 -0.08 -0.11 0.07
O -0.50861 0.02675 -0.44761 -0.32 0.38 -0.05
N 1.51643 2.08728 0.13061 0.05 0.11 0.26
N -2.47958 0.50924 0.61535 0.18 0.08 -0.06
N 2.52416 -1.57772 -0.48287 0.54 0.12 0.01
N 0.09385 -2.01621 2.58808 0.30 0.43 -0.31
N -2.41251 -0.83578 -1.31420 0.02 0.18 0.02
C -3.89116 0.19988 0.81655 0.19 0.05 0.08
C 0.41578 4.16900 0.54465 -0.07 0.02 -0.03
C 4.36440 -3.59474 -0.95221 0.21 0.02 -0.04
C -3.82866 -1.16618 -1.21250 0.26 -0.05 0.01
C -1.81726 1.17536 1.74209 -0.35 -0.24 -0.20
C 2.53894 3.71079 1.55507 -0.01 0.09 0.00
C 4.73902 -2.26270 -1.08092 -0.03 -0.09 -0.03
C 3.78424 -1.28820 -0.83933 -0.56 -0.30 0.08
C 0.48230 2.92412 -0.05279 0.34 -0.34 -0.03
C 1.45292 4.55442 1.37716 0.15 0.11 0.12
C 2.18926 -2.86674 -0.32230 -0.10 0.55 0.01
C 3.07672 -3.90221 -0.56187 -0.07 -0.13 -0.02
C 0.69633 -1.19270 2.01957 -0.42 -0.52 0.71
C -1.73976 -0.08581 -0.37487 0.21 -0.52 0.18
C -1.64622 -1.55411 -2.32292 -0.19 -0.01 0.19
C -4.57555 -0.06273 -0.50362 0.02 0.13 -0.08
C 2.52744 2.48924 0.89666 -0.26 -0.10 -0.29
Li 1.29479 -0.09831 0.45602 -0.38 0.05 -0.54
H -1.84924 0.55676 2.63895 -0.06 -0.09 0.01
H 5.74740 -1.97944 -1.34518 0.02 -0.03 0.00
H 1.42799 5.51833 1.87341 0.01 -0.07 -0.02
H -3.99862 -0.66776 1.47519 0.03 -0.06 0.07
H -0.43805 4.81305 0.37463 0.05 -0.05 0.00
H -5.61726 -0.34796 -0.34777 0.05 0.01 0.02
H 5.08689 -4.38271 -1.13015 -0.02 0.05 -0.01
H 1.17845 -3.05060 0.03635 0.17 0.08 -0.04
H 2.75889 -4.92889 -0.42665 0.02 0.09 0.00
H -4.21080 -1.31519 -2.22051 -0.04 0.02 -0.12
H -1.65744 -2.63060 -2.12885 -0.01 -0.02 0.03
H -4.34436 1.04812 1.32817 -0.03 0.07 0.02
H -2.31855 2.12837 1.93448 0.01 -0.04 -0.02
H -3.96547 -2.11103 -0.67383 0.04 -0.06 0.01
H -0.32029 2.54899 -0.68074 0.12 -0.01 0.06
H 3.38073 3.99445 2.17183 -0.01 0.02 -0.01
H -0.77860 1.35191 1.52114 0.18 -0.03 -0.13
H -4.55305 0.84551 -1.11161 -0.04 -0.02 0.00
H -2.07416 -1.38066 -3.31177 -0.05 0.03 0.00
H -0.61973 -1.21185 -2.31199 0.06 0.06 0.04

=====

5.
45
Properties=species:S:1:pos:R:3:forces:R:3 method="wB97M-V/def2-TZVPD" largest_force_ha_per_bohr=0.075 charge=+1 e_homo_ev=-10.6233
Mg 0.09190 0.06079 0.18226 -0.52 -1.33 1.59
N -0.61149 0.19578 -1.72199 0.98 0.49 -0.29
N -1.13047 -1.99416 -2.29488 0.67 1.94 -0.70
N 0.06408 2.11542 0.15663 0.68 0.48 -0.30
N 1.88273 -0.79979 1.02722 0.43 -0.90 0.12
N -0.53716 1.91913 -3.31134 -0.12 -1.54 -1.15
N -1.17675 1.40766 -5.44347 -0.65 0.03 -0.45
N -1.15077 -0.39283 -4.01826 1.43 1.48 2.67
C 3.16820 -0.03595 1.16745 -1.39 -0.21 0.05
C -1.46789 -3.35799 3.47274 0.32 1.15 0.28
C 0.13193 -1.81329 2.42494 -2.80 -0.98 0.82
C -0.91661 0.93447 -4.21166 -0.93 0.32 -1.20
C -0.38344 1.46915 -2.10553 -1.03 0.63 -0.71
C 0.02934 2.97127 1.17942 -0.21 -0.52 0.18
C -2.09738 -1.92643 1.59686 -2.44 -1.63 2.46
C -0.87035 -1.36763 1.53953 2.16 1.33 -1.71
C -0.57353 4.77289 -0.28659 0.14 -0.53 -0.77
C -2.46767 -2.83845 2.66776 1.13 0.34 -1.24
C -0.20419 -2.74696 3.39857 0.69 -0.75 -0.44
C -0.19252 2.54864 -1.09993 -1.21 -0.26 1.55
C 1.49199 -1.30628 2.38626 0.82 1.35 -1.15
C -0.60197 3.85022 -1.35867 0.80 -0.35 1.01
C 2.07029 -2.00201 0.13637 0.44 2.43 -0.16
C -0.37256 4.29067 0.99889 0.81 0.59 0.49
C -0.91240 -0.68261 -2.70377 -0.99 -1.74 -0.64
H 2.85042 0.86237 1.77505 1.01 -0.74 -0.74
H 3.92425 -0.66486 1.70526 -0.40 0.73 -0.52
H 2.76780 -2.67583 0.59575 0.73 -0.38 -0.14
H -1.62410 -4.14095 4.21285 -0.21 0.28 -0.12
H -0.89377 -2.65477 -2.99981 -0.28 -0.56 -0.70
H -0.92560 4.02154 -2.36058 0.09 0.73 -0.41
H -2.92474 -1.67851 0.94320 0.13 0.34 -0.22
H -0.40105 4.95943 1.87073 0.04 -0.31 -0.54
H 3.45689 0.21163 0.12524 0.33 0.17 0.88
H -3.48518 -3.14169 2.82950 -0.32 -0.24 -0.33
H -0.61185 5.84332 -0.49288 -0.60 -0.31 0.19
H 0.60418 -3.07949 4.04546 -0.16 -0.19 0.15
H -1.40001 2.42348 -5.49130 0.50 -1.41 -0.32
H 0.33873 2.54878 2.15889 -0.50 0.51 -0.67
H -1.54560 0.72839 -6.15119 0.44 1.24 1.08
H 1.14457 -2.51287 0.03465 -0.90 -0.43 -0.11
H 2.17021 -2.09591 2.64334 0.72 -0.31 0.48
H -0.71852 -2.23661 -1.41817 -0.09 -0.03 0.77
H 2.38554 -1.54694 -0.82849 0.14 -0.97 0.36
H 1.62448 -0.44220 3.02371 0.12 0.08 0.60

=====

- What is the charge in the third record?
  -1